Formula: C3H5N3S
Source: the OMol25 dataset
Level of theory: ωB97M-V with the def2-TZVPD basis set

The calculation puts the orbital gap at 8.2 eV. For the energy relative to the best compared isomer or geometry (same formula, charge and spin), the calculation gives 106.3 kcal/mol. Its total energy is -679.61583 a.u.

Geometry as XYZ:
```
12
Properties=species:S:1:pos:R:3:lowdin_charge:R:1
H -0.199 2.514 -0.029 0.115
N -0.227 1.914 -0.975 0.091
C 0.035 0.607 -1.033 -0.294
N 0.364 -0.166 0.054 -0.205
C 1.394 0.279 0.897 -0.618
S 1.998 -0.194 2.435 0.533
N -0.154 -1.466 0.426 0.045
C -1.341 -1.530 0.053 -0.065
H 0.043 0.055 -1.973 0.122
H 2.009 1.057 0.506 0.027
H -1.846 -0.747 -0.838 0.145
H -2.076 -2.323 0.478 0.102
```